Below is the molecule ClH, with properties calculated with ωB97M-V/def2-TZVPD.

Geometry as XYZ:
```
2
ClH ωB97M-V/def2-TZVPD
Cl -0.02 -0.20 0.59
H 0.02 0.20 -0.59
```

## Properties
* LUMO level: 0.043 Ha
* E_HOMO: -11.874 eV
* orbital gap: 13.0 eV
* structure (SMILES): Cl

The molecule's Mulliken atomic charges, reported in e, are given here: Cl -0.23; H 0.23